Formula: C2H7NO
Source: OMol25
Level of theory: wB97M-V/def2-TZVPD

Its HOMO energy is -9.8 eV. The value obtained for the energy above the lowest of the compared OMol25 structures with the same formula, charge and spin is 1.515 eV. Its maximum force is 2.85 eV Å⁻¹. Its structure (SMILES) is C=NC.O. The calculation puts the gap between HOMO and LUMO at 10.8 eV. The LUMO energy comes out at 0.9 eV.

ORCA input file:
```
! wB97M-V def2-TZVPD RIJCOSX def2/J DEFGRID3
* xyz 0 1
C -0.97468 -0.41448 1.11605
C 0.95496 -1.02299 -0.12461
N 0.24002 -0.11708 0.39106
H -1.07013 0.37691 1.85676
H -0.97563 -1.40105 1.60338
H -1.90044 -0.47547 0.53297
H 1.82736 -0.58973 -0.61413
H 0.89559 -2.11275 -0.08061
H -0.36204 1.75457 -1.14057
H 1.05410 1.77125 -1.93218
O 0.31088 2.23081 -1.60811
*
```